# 1
147
Properties=species:S:1:pos:R:3:mulliken_charge:R:1 method="wB97M-V/def2-TZVPD" multiplicity=1 total_charge=+1 gap_ev=8.07
C -5.0812 -4.4098 0.2003 -1.035
C -6.0799 -3.4303 -0.4405 -0.675
C -5.4365 -2.1571 -1.0072 -0.160
C -5.7739 -0.8848 -0.1953 -1.273
C -4.7065 -0.6920 0.8867 0.951
C -4.8624 0.5981 1.6908 -1.034
C -4.2810 0.5879 3.1280 -0.478
C -3.3233 -0.5606 3.4499 -1.269
C -2.0383 -0.5814 2.5990 -0.564
C -1.8506 -1.9166 1.8410 -1.445
N -0.5917 -2.6072 2.2021 0.267
C -0.6831 -4.0893 2.0679 -0.981
C 0.8106 -4.5045 1.8387 -0.178
P 1.3537 -5.8126 3.0155 0.635
C 1.6772 -4.9429 4.6076 -1.417
C 2.9515 -6.4177 2.3362 -1.104
N 1.5731 -3.2028 1.8597 -0.363
C 0.5317 -2.2960 1.5142 0.281
N 0.6566 -1.3213 0.6690 0.174
C 1.9089 -1.0628 -0.0343 -0.776
C 1.9610 -1.9048 -1.3160 -0.047
O 0.9871 -1.8698 -2.0614 -0.447
H -5.0403 -4.2864 1.2812 0.240
H -5.3727 -5.4392 0.0074 0.420
H -4.0801 -4.2935 -0.2117 0.179
H -6.5717 -3.9593 -1.2540 0.423
H -6.8596 -3.1872 0.2774 0.302
H -5.7188 -1.9933 -2.0410 0.427
H -4.3489 -2.2380 -0.9969 -0.049
H -6.7120 -1.0670 0.3275 0.442
H -5.8483 -0.0124 -0.8371 0.466
H -3.7564 -0.6494 0.3503 -0.190
H -4.7428 -1.5857 1.5071 -0.094
H -5.9206 0.8500 1.7365 0.486
H -4.3912 1.4087 1.1365 0.265
H -5.0936 0.5278 3.8422 0.074
H -3.7555 1.5261 3.3032 0.413
H -3.0341 -0.4340 4.4931 0.504
H -3.8664 -1.5009 3.4116 0.436
H -1.1477 -0.4128 3.1993 0.642
H -2.1269 0.2204 1.8670 0.425
H -2.6623 -2.6063 2.0344 0.605
H -1.8877 -1.7215 0.7661 0.484
H -1.1277 -4.4928 2.9697 0.414
H -1.2276 -4.4002 1.1812 0.204
H 0.9169 -4.9077 0.8357 0.401
H 2.6899 -4.5499 4.6740 0.391
H 1.5444 -5.6798 5.3918 0.387
H 0.9539 -4.1443 4.7629 0.391
H 2.8576 -7.4876 2.1808 0.171
H 3.2138 -5.9376 1.3970 0.461
H 3.7776 -6.2585 3.0257 0.387
H 1.6720 -2.9964 2.8534 0.393
H -0.1486 -0.7427 0.4830 0.115
H 2.0509 -0.0119 -0.2643 0.578
H 2.7364 -1.3381 0.6113 0.304
H 2.8333 -2.5297 -1.5557 0.411
C -7.6625 2.0240 7.2663 -1.127
C -7.6310 1.6855 5.7970 0.783
O -6.7033 1.0842 5.3056 -0.521
C -8.8098 2.1312 4.9684 -1.040
H -6.7612 1.6492 7.7452 0.287
H -7.7147 3.1055 7.3996 0.338
H -8.5335 1.5660 7.7366 0.334
H -8.9073 3.2169 5.0107 0.331
H -9.7262 1.6774 5.3478 0.328
H -8.6637 1.8269 3.9347 0.240
C 3.6187 2.3046 -2.8081 -1.040
C 4.1546 2.6562 -1.4402 0.780
O 4.9657 1.9420 -0.8851 -0.630
C 3.6395 3.9164 -0.8006 -0.728
H 4.0778 1.3725 -3.1376 0.356
H 2.5358 2.1750 -2.7668 0.251
H 3.8652 3.0884 -3.5217 0.315
H 2.5613 3.8621 -0.6692 0.256
H 3.8783 4.7736 -1.4204 0.147
H 4.1069 4.0366 0.1724 0.345
C 1.0889 5.6469 -5.0726 -1.188
C 1.6226 5.9955 -3.7043 0.800
O 2.4405 5.2894 -3.1501 -0.452
C 1.1007 7.2506 -3.0734 -1.034
H 1.5451 4.7214 -5.4191 0.291
H 0.0063 5.5183 -5.0298 0.344
H 1.3245 6.4466 -5.7760 0.323
H 0.0171 7.1811 -2.9446 0.439
H 1.3472 8.1032 -3.7048 0.328
H 1.5656 7.3884 -2.1000 0.199
C 6.1036 -11.2349 2.3438 -1.130
C 4.9365 -10.3516 1.9816 0.859
O 4.2395 -9.8442 2.8298 -0.527
C 4.6795 -10.1319 0.5100 -1.056
H 6.1787 -11.3116 3.4255 0.295
H 5.9624 -12.2319 1.9242 0.339
H 7.0291 -10.8120 1.9504 0.326
H 4.4821 -11.0852 0.0184 0.346
H 5.5486 -9.6656 0.0440 0.325
H 3.8158 -9.4825 0.3839 0.234
C -0.6204 -9.0677 2.9051 -0.974
C -1.9914 -8.9211 3.5170 0.850
O -2.7930 -8.1276 3.0805 -0.553
C -2.3126 -9.8039 4.6976 -1.149
H -0.5276 -8.3738 2.0739 0.172
H 0.1429 -8.8343 3.6480 0.278
H -0.4735 -10.0856 2.5401 0.452
H -1.6124 -9.6101 5.5115 0.315
H -2.2406 -10.8537 4.4102 0.334
H -3.3235 -9.5977 5.0405 0.315
C -2.2302 -0.5024 -3.5920 -0.646
C -3.6084 -0.1051 -4.0692 0.729
O -4.5776 -0.2208 -3.3577 -0.467
C -3.7133 0.4398 -5.4717 -1.232
H -2.2965 -0.8779 -2.5723 -0.082
H -1.8200 -1.2845 -4.2321 0.362
H -1.5625 0.3605 -3.6143 0.351
H -3.3647 -0.3040 -6.1897 0.343
H -3.1056 1.3406 -5.5698 0.335
H -4.7500 0.6847 -5.6882 0.313
C 5.0976 8.6022 -3.7152 -0.489
C 4.0416 9.6294 -4.0274 0.808
O 2.8635 9.3883 -3.8801 -0.566
C 4.5179 10.9654 -4.5323 -1.153
H 4.6243 7.6855 -3.3668 0.001
H 5.6705 8.3879 -4.6181 0.038
H 5.7664 8.9752 -2.9375 0.375
H 5.0740 10.8281 -5.4607 0.264
H 5.1656 11.4363 -3.7910 0.343
H 3.6626 11.6104 -4.7194 0.317
C 7.0815 7.2111 -7.7648 -1.078
C 5.8718 8.0619 -8.0650 0.828
O 5.1618 8.4875 -7.1832 -0.486
C 5.5888 8.3573 -9.5166 -1.163
H 7.1729 7.0729 -6.6899 0.233
H 6.9800 6.2354 -8.2420 0.345
H 7.9830 7.6975 -8.1397 0.338
H 5.4282 7.4270 -10.0632 0.344
H 6.4313 8.8893 -9.9608 0.339
H 4.6972 8.9745 -9.5944 0.291
C 1.4650 3.7410 3.3046 -0.925
C 1.8788 5.0592 2.6904 0.765
O 2.2099 5.1381 1.5320 -0.459
C 1.8585 6.2659 3.5951 -1.178
H 1.5254 2.9581 2.5509 0.117
H 2.1280 3.4903 4.1339 0.353
H 0.4405 3.8054 3.6745 0.336
H 2.5365 6.1155 4.4366 0.343
H 0.8498 6.4312 3.9767 0.347
H 2.1752 7.1422 3.0355 0.293



# 2
22
Properties=species:S:1:pos:R:3:mulliken_charge:R:1 method="wB97M-V/def2-TZVPD" smiles="C=CCC(=C)CCC" multiplicity=1 e_above_lowest_kcal_mol=49.3 gap_ev=10.13
C -2.2387 -1.7932 -1.9582 -0.665
C -2.0827 -1.2679 -0.7890 -0.278
C -0.8102 -1.0668 -0.0044 -0.875
C 0.0368 0.1420 -0.4709 0.768
C 0.8861 -0.0569 -1.5221 -1.057
C -0.0549 1.3909 0.3234 -0.724
C 1.3652 1.6244 0.9170 -0.348
C 1.6598 0.6009 2.0489 -1.084
H -3.2143 -1.9011 -2.4613 0.244
H -1.4017 -2.0853 -2.5098 0.251
H -3.0029 -1.2056 -0.1647 0.248
H -0.9108 -0.8829 1.0728 0.468
H -0.2026 -2.0125 -0.1887 0.374
H 1.5102 0.7559 -1.8788 0.313
H 0.9569 -1.0330 -2.0063 0.244
H -0.7041 1.2380 1.2251 0.294
H -0.2931 2.2854 -0.2257 0.314
H 1.4132 2.5712 1.4844 0.353
H 2.1240 1.5484 0.0859 0.270
H 2.5816 0.9133 2.5984 0.326
H 0.8235 0.6901 2.7176 0.309
H 1.5588 -0.4550 1.7067 0.254



# 3
62
Properties=species:S:1:pos:R:3:mulliken_charge:R:1 method="wB97M-V/def2-TZVPD" multiplicity=1 total_charge=+1 e_above_lowest_kcal_mol=9.1 gap_ev=7.00
Au -1.1848 -0.5886 -1.6488 1.286
C -4.9608 0.2287 1.4353 -1.855
C -4.3928 0.6049 0.0753 1.627
C -5.3253 1.5468 -0.6789 -1.664
O -3.1386 1.2802 0.2411 -0.366
C -4.2399 -0.6565 -0.7884 0.049
O -5.1174 -1.4920 -0.7829 -0.610
O -3.2085 -0.7762 -1.5984 -0.684
H -5.0573 1.1239 2.0518 0.480
H -4.3113 -0.4884 1.9448 0.464
H -5.9383 -0.2328 1.3246 0.391
H -5.4360 2.4729 -0.1152 0.401
H -6.3005 1.0823 -0.8110 0.386
H -4.9146 1.7847 -1.6615 0.351
H -2.8332 1.1039 1.1370 0.322
S 2.8350 -2.3084 -2.1688 -0.180
C 3.0385 -0.6171 -2.2750 -0.540
C 1.8696 0.0715 -2.1088 -1.027
C 0.7844 -0.8082 -1.8767 0.077
C 1.1557 -2.1268 -1.8948 -0.234
C 0.1352 -3.1551 -1.7874 1.318
C 0.3283 -4.5223 -1.7866 -0.767
C -0.7752 -5.3580 -1.6927 -0.323
C -2.0447 -4.8122 -1.5997 -0.840
C -2.1894 -3.4376 -1.6025 0.076
N -1.1197 -2.6414 -1.6978 -0.287
H 4.0202 -0.2105 -2.4606 0.455
H 1.8059 1.1481 -2.1804 0.526
H 1.3302 -4.9221 -1.8579 0.393
H -0.6401 -6.4312 -1.6903 0.452
H -2.9257 -5.4318 -1.5238 0.469
H -3.1505 -2.9426 -1.5340 0.391
C 5.3809 -1.7634 4.0524 -1.441
C 4.5176 -0.7882 3.3010 0.653
C 4.2227 -0.9687 1.9544 -0.807
C 3.4473 -0.0525 1.2639 0.118
C 2.9470 1.0723 1.9103 0.740
N 2.1324 1.9408 1.1340 -0.106
C 1.6986 3.1866 1.4729 0.251
O 1.9667 3.7934 2.4798 -0.646
N 0.8690 3.8035 0.5085 -0.050
C 0.1337 3.2670 -0.5274 0.172
C -0.2784 4.0734 -1.5968 -0.428
C -1.0279 3.5337 -2.6184 -0.914
C -1.3418 2.1844 -2.5996 -0.257
N -0.9487 1.4246 -1.5802 0.116
C -0.2635 1.9360 -0.5501 -0.596
C 3.2207 1.2701 3.2584 -0.513
C 3.9988 0.3392 3.9296 -0.711
H 5.4811 -2.7027 3.5100 0.349
H 4.9642 -1.9806 5.0359 0.369
H 6.3829 -1.3581 4.2044 0.306
H 4.6064 -1.8380 1.4336 0.352
H 3.2256 -0.2143 0.2128 -0.088
H 2.0587 1.6721 0.1657 0.051
H 0.8064 4.7982 0.6638 0.274
H -0.0029 5.1206 -1.6128 0.469
H -1.3628 4.1454 -3.4433 0.466
H -1.9316 1.7114 -3.3709 0.547
H -0.0502 1.2656 0.2684 0.914
H 2.8403 2.1371 3.7725 0.468
H 4.2084 0.5025 4.9801 0.406



# 4
25
Properties=species:S:1:pos:R:3:mulliken_charge:R:1 method="wB97M-V/def2-TZVPD" multiplicity=1 total_charge=+1 e_above_lowest_kcal_mol=0.0 gap_ev=7.13
C 2.2957 1.7313 0.3834 -0.980
C -1.2222 -0.9464 1.4847 -1.644
C 1.6515 0.9485 -0.4689 -0.799
C 0.7086 -0.0962 -0.0452 0.774
C -0.2539 0.1752 0.8932 0.667
C -2.5200 -1.7127 0.8190 -0.530
C 1.9292 -1.8323 -1.3320 -0.955
C -1.1439 2.6156 0.0289 -0.081
N 0.8090 -1.3196 -0.5825 -0.181
S -1.0856 1.9987 -1.5535 0.055
S -0.7170 1.7794 1.4079 0.024
Br -3.6136 -0.4227 -0.1442 -0.159
H 2.9744 2.4944 0.0459 0.314
H 2.1924 1.6188 1.4523 0.328
H -0.5821 -1.7658 1.8245 0.473
H -1.6333 -0.4784 2.3831 0.561
H 1.8003 1.0471 -1.5359 0.516
H 1.5588 -2.4779 -2.1288 0.335
H 2.5008 -1.0204 -1.7723 0.357
H 2.5950 -2.4168 -0.6914 0.332
H -3.0982 -2.1178 1.6402 0.429
H -1.4218 3.6474 0.1819 0.430
H 0.1617 -2.0202 -0.2535 0.175
H -2.2184 -2.4767 0.1102 0.350
H -1.6674 3.0477 -2.1469 0.208



Ordered max |F| results: 2.6; 4.0; 0.4; 2.9; unit eV/A.
Ordered HOMO level results: -10.59; -9.06; -10.68; -12.03; unit eV.
Ordered total energy results: -81298.2938; -8520.9403; -56056.8163; -101701.2853; unit eV.